(1)
C32H60N4O8 | the ωB97M-V functional and the def2-TZVPD basis

Summary:
- total charge = +1
- HOMO-LUMO gap (alpha / beta) (eV) = 7.779 / 2.084
- <S²> = 0.7550
- spin multiplicity = 2
- highest occupied orbital energy (alpha / beta) (eV) = -11.48 / -11.48
- E_tot (Ha) = -2075.83446

Geometry as XYZ:
```
104
Properties=species:S:1:pos:R:3:lowdin_charge:R:1
O -3.4382 0.6811 2.2533 0.0850
C -3.2216 1.1056 3.3460 -0.6010
O -3.4320 0.4926 4.4723 0.0249
C -3.8917 -0.8939 4.4699 -0.1876
C -4.9173 -0.9807 5.6016 -0.0686
C -2.7554 2.5221 3.4687 0.0347
H -3.0821 -1.6232 4.4991 0.1166
H -4.4412 -1.2015 3.5803 0.1146
H -4.6082 -0.5023 6.5310 0.0765
H -5.0929 -2.0348 5.8161 0.0769
H -5.8792 -0.5208 5.3752 0.0808
H -1.6775 2.4651 3.3167 0.0871
H -2.9010 3.0949 4.3846 0.0886
H -3.2259 3.0729 2.6542 0.0779
O 4.0689 -3.3608 0.6789 0.4246
C 3.0373 -3.5149 1.2971 -0.4384
O 2.7464 -2.9809 2.3781 0.1096
C 3.6349 -2.2253 3.1376 -0.1862
C 3.3027 -2.2152 4.6282 -0.0262
C 1.9468 -4.5095 0.8645 0.1366
H 3.6967 -1.2102 2.7453 0.1256
H 4.6736 -2.5541 3.1031 0.1409
H 2.2485 -2.0090 4.8135 0.0837
H 3.7931 -1.3934 5.1500 0.1015
H 3.4361 -3.2070 5.0603 0.0883
H 2.1792 -5.3687 1.4937 0.1285
H 2.0467 -4.7717 -0.1888 0.1106
H 0.9599 -4.1121 1.1017 0.1034
O 1.7326 -1.7458 -2.1857 0.0379
C 2.1552 -2.0373 -3.3164 -0.4878
O 3.4430 -2.1339 -3.6110 0.0076
C 4.3905 -1.9585 -2.6152 -0.2506
C 5.7157 -2.5673 -3.0544 -0.0489
C 1.2672 -2.4526 -4.5104 0.0480
H 4.0332 -2.4057 -1.6876 0.0988
H 4.6463 -0.9029 -2.5244 0.1208
H 5.9632 -2.3003 -4.0819 0.0886
H 5.6686 -3.6527 -2.9667 0.0783
H 6.4892 -2.1825 -2.3897 0.0835
H 1.1070 -1.5596 -5.1146 0.0909
H 0.3045 -2.6537 -4.0406 0.0508
H 1.6110 -3.2778 -5.1341 0.1001
O -3.7478 4.5114 0.3971 0.1057
C -4.1091 3.7768 -0.4779 -0.5938
O -5.1512 3.9684 -1.2063 0.0214
C -5.8834 5.1046 -1.1220 -0.2474
C -7.1405 4.7078 -0.3260 -0.0514
C -3.3533 2.5546 -0.7977 0.0187
H -6.1190 5.4486 -2.1291 0.1267
H -5.4417 5.9819 -0.6495 0.1258
H -6.8967 4.5151 0.7187 0.0803
H -7.6890 3.8916 -0.7962 0.0776
H -7.8455 5.5384 -0.2905 0.0732
H -3.2387 1.9090 0.0730 0.0639
H -2.3704 2.8620 -1.1545 0.0866
H -3.7975 2.0640 -1.6638 0.0890
C -0.5931 -4.7369 -2.7101 -0.1194
C -1.8968 -4.4876 -3.5790 -0.2014
C -3.0427 -3.8527 -2.7406 -0.1687
C -3.3000 -4.5721 -1.4570 -0.2303
N -3.5227 -5.1369 -0.4740 0.1401
H -0.7230 -5.4262 -1.8758 0.0636
H -0.0827 -3.8702 -2.2902 0.0356
H 0.1765 -5.1573 -3.3574 0.0685
H -2.1522 -5.4997 -3.8930 0.1085
H -1.5878 -3.8963 -4.4410 0.0951
H -4.0314 -3.8435 -3.1993 0.1141
H -2.8295 -2.7905 -2.6214 0.1076
C -0.1546 -1.4830 1.9887 -0.0713
C -0.3155 -1.7146 0.4499 -0.2206
C -0.9608 -0.5039 -0.2969 -0.1544
C -0.4887 0.8274 0.0540 -0.2472
N -0.0853 1.8441 0.3310 0.1880
H 0.1139 -2.3884 2.5330 0.0556
H -1.0658 -1.0308 2.3804 0.0698
H 0.6720 -0.7790 2.0846 0.0700
H -0.9353 -2.5886 0.2498 0.0973
H 0.6362 -1.9273 -0.0371 0.0641
H -2.0435 -0.3782 -0.2969 0.1181
H -0.6503 -0.6219 -1.3351 0.1012
C 1.9046 5.1348 3.2857 -0.1004
C 3.0371 5.1783 2.2654 -0.2290
C 3.1884 3.7976 1.5298 -0.1842
C 3.4506 2.6476 2.4003 -0.2343
N 3.6592 1.7144 3.0565 0.1233
H 1.7770 6.0783 3.8162 0.0762
H 2.0697 4.3187 3.9892 0.0692
H 0.9776 4.9581 2.7402 0.0768
H 4.0129 5.3824 2.7062 0.1055
H 2.8703 5.9189 1.4832 0.1074
H 3.7688 3.7938 0.6072 0.1105
H 2.2240 3.4525 1.1569 0.0863
C 2.6122 2.6947 -2.3937 -0.1064
C 2.4460 1.4143 -3.1642 -0.2724
C 2.9612 1.6121 -4.6043 -0.1839
C 2.1778 2.4299 -5.5326 -0.2155
N 1.5512 3.0760 -6.2580 0.1487
H 2.2360 2.5018 -1.3890 0.0504
H 1.9567 3.4052 -2.8972 0.0835
H 3.6343 3.0682 -2.3312 0.0838
H 1.4357 1.0051 -3.1588 0.1115
H 3.0479 0.7025 -2.5992 0.0832
H 2.8980 0.5993 -5.0022 0.0983
H 4.0158 1.8820 -4.5479 0.1244
```

=====

(2)
C32H61ClFN5O5P | the ωB97M-V functional and the def2-TZVPD basis

Summary:
- total charge = +1
- HOMO-LUMO gap (alpha / beta) (eV) = 6.736 / 7.609
- <S²> = 2.0082
- spin multiplicity = 3
- highest occupied orbital energy (alpha / beta) (eV) = -9.68 / -10.55
- E_tot (Ha) = -2806.95507

Geometry as XYZ:
```
106
Properties=species:S:1:pos:R:3:lowdin_charge:R:1
C -9.3601 -6.2159 -1.7493 -0.0612
C -7.8775 -5.9676 -1.5003 -0.2483
N -7.3822 -4.9071 -2.4136 0.0624
N -6.0179 -4.6491 -2.1237 -0.0236
C -5.0539 -5.4357 -2.5694 -0.1882
C -5.1267 -6.6392 -3.4447 0.0288
C -4.5452 -6.2481 -4.7868 -0.4939
O -5.0259 -5.4393 -5.4686 0.2270
F -3.4272 -6.8676 -5.1009 0.1581
N -3.8706 -4.9570 -2.1160 0.2633
C -4.1288 -3.8255 -1.3659 -0.2888
O -3.1586 -3.1317 -0.7857 -0.0062
C -2.6281 -3.7733 0.4241 -0.1012
C -1.1255 -4.0237 0.3356 -0.3249
C -0.8248 -5.5029 -0.0144 -0.0440
C -0.4000 -3.0777 -0.6256 -0.1414
C -0.0242 -1.6758 -0.0730 -0.3930
C 1.4450 -1.6557 0.3629 -0.0600
C -0.9042 -1.1658 1.0668 -0.0685
C -5.4837 -3.5976 -1.3654 -0.2754
P -6.5048 -2.2954 -0.6078 0.5725
O -5.3492 -1.5412 0.2280 -0.3208
Cl -6.7999 -1.0547 -2.2408 0.2481
H -9.8950 -5.2712 -1.7537 0.0805
H -9.7197 -6.8620 -0.9579 0.0847
H -9.4637 -6.7240 -2.7010 0.0813
H -7.3599 -6.9030 -1.6991 0.1036
H -7.6818 -5.7301 -0.4527 0.1177
H -7.8872 -4.0760 -2.1133 0.0906
H -6.1691 -6.8891 -3.6040 0.1298
H -4.6041 -7.4749 -2.9921 0.1421
H -2.9579 -5.3418 -2.3077 0.1867
H -2.8276 -3.1001 1.2506 0.1177
H -3.1941 -4.6833 0.6132 0.1301
H -0.7190 -3.8756 1.3317 0.1326
H -0.6203 -6.0605 0.8957 0.0832
H -1.6749 -6.0050 -0.4793 0.0543
H 0.0452 -5.6034 -0.6526 0.0759
H -0.9270 -2.9717 -1.5700 0.1107
H 0.5351 -3.5706 -0.8808 0.1019
H -0.1634 -0.9767 -0.8957 0.1273
H 1.7034 -0.6575 0.7012 0.0737
H 1.5717 -2.3689 1.1753 0.0868
H 2.0674 -1.9427 -0.4788 0.0767
H -1.8685 -0.7835 0.7365 0.0777
H -1.0487 -1.8747 1.8786 0.0712
H -0.3976 -0.3115 1.5138 0.0717
H -5.5924 -0.6046 0.2754 0.0647
C 3.7678 3.6677 4.5998 -0.0309
C 2.6342 3.1919 3.6646 -0.4880
C 1.5716 4.2841 3.5452 -0.1328
C 0.7075 4.4305 4.7971 -0.1716
C 0.1065 3.0855 5.2026 -0.1346
C 1.1473 1.9754 5.3491 -0.4965
N 2.0451 1.9075 4.1565 -0.0776
O 1.4280 1.3191 3.1827 -0.0371
C 1.9659 2.1921 6.6357 -0.0329
C 0.4394 0.6404 5.5546 -0.0472
C 3.2941 2.9744 2.3080 -0.0448
H 3.4172 4.2650 5.4392 0.0632
H 4.3373 2.8231 4.9882 0.0924
H 4.4640 4.3021 4.0530 0.0842
H 0.9174 4.0621 2.6955 0.1237
H 2.0602 5.2337 3.3185 0.1270
H 1.2900 4.8518 5.6204 0.1030
H -0.0960 5.1433 4.6027 0.1129
H -0.4387 3.1912 6.1428 0.1248
H -0.6324 2.7922 4.4493 0.1227
H 2.7894 1.4797 6.6957 0.0936
H 1.3304 2.0372 7.5076 0.0871
H 2.3727 3.1943 6.7364 0.0594
H -0.2567 0.4131 4.7486 0.0721
H -0.1331 0.6732 6.4809 0.0865
H 1.1581 -0.1771 5.6292 0.0920
H 4.0439 2.1835 2.3548 0.0978
H 3.7919 3.8886 1.9874 0.0822
H 2.5759 2.7170 1.5318 0.0725
C 4.3634 5.9462 -2.6201 -0.0331
C 5.0263 4.5905 -2.2895 -0.4920
C 5.8430 4.1090 -3.4887 -0.1326
C 4.9823 3.5986 -4.6436 -0.1712
C 3.9939 2.5395 -4.1581 -0.1339
C 3.1484 2.9998 -2.9706 -0.4971
N 3.9966 3.5826 -1.8878 -0.0812
O 4.5637 2.6249 -1.2265 -0.0227
C 2.0925 4.0168 -3.4436 -0.0348
C 2.3447 1.8204 -2.4320 -0.0499
C 5.9630 4.8749 -1.1204 -0.0441
H 4.0263 6.0248 -3.6517 0.0629
H 3.5161 6.1401 -1.9616 0.0908
H 5.0754 6.7580 -2.4773 0.0838
H 6.5120 3.3028 -3.1714 0.1259
H 6.4832 4.9228 -3.8350 0.1272
H 4.4510 4.4251 -5.1233 0.1024
H 5.6258 3.1690 -5.4133 0.1137
H 3.3329 2.2463 -4.9766 0.1241
H 4.5540 1.6417 -3.8777 0.1252
H 1.5591 4.4449 -2.5938 0.0919
H 1.3591 3.5187 -4.0781 0.0853
H 2.4981 4.8307 -4.0380 0.0589
H 2.9790 0.9814 -2.1510 0.0768
H 1.6590 1.4685 -3.2027 0.0841
H 1.7557 2.1125 -1.5605 0.0877
H 5.4050 5.2013 -0.2410 0.0879
H 6.6555 5.6688 -1.3967 0.0870
H 6.5593 4.0069 -0.8460 0.0801
```